{
  "formula": "FH3N2O2S",
  "method": "ωB97M-V with the def2-TZVPD basis set",
  "elements": ["N", "N", "O", "O", "F", "S", "H", "H", "H"],
  "coordinates": [[0.094069, 1.068098, 0.938023], [-0.611646, -0.543238, -0.849074], [1.281511, -1.079085, 0.855541], [1.636829, 0.556566, -1.008154], [-1.443478, -1.158359, 0.069049], [0.803340, -0.087447, 0.023875], [-0.674849, 0.758207, 1.467410], [-0.365569, 1.831155, 0.498854], [-0.720203, -1.345897, -1.995526]],
  "forces_ev_per_a": [[0.6921, 0.2533, 0.3244], [-0.7083, -2.0294, -4.6098], [0.8983, -2.2164, 1.9326], [-1.8657, -1.3401, 2.2868], [-0.4144, -0.4785, 0.4537], [0.1665, 3.5683, -4.9216], [-0.6013, -1.5077, 1.4325], [0.5559, 0.8988, -1.5242], [1.2769, 2.8517, 4.6256]],
  "nbo_charge": [-1.05, -0.50, -0.89, -0.90, -0.26, 2.39, 0.40, 0.41, 0.41],
  "mol_weight_g_mol": 114.10,
  "largest_force_ev_per_a": 6.1,
  "multiplicity": 1,
  "lumo_energy_ev": -0.3,
  "homo_ha": -0.3901,
  "e_tot_ev": -20671.822
}

{
  "formula": "C17H16Cl2N2O3",
  "method": "ωB97M-V with the def2-TZVPD basis set",
  "elements": ["C", "C", "O", "C", "O", "C", "C", "C", "C", "C", "C", "C", "C", "C", "O", "N", "C", "N", "C", "C", "Cl", "C", "C", "Cl", "H", "H", "H", "H", "H", "H", "H", "H", "H", "H", "H", "H", "H", "H", "H", "H"],
  "coordinates": [[0.084993, -2.257216, 3.046274], [0.346288, -1.242240, 1.944212], [1.113948, -1.879660, 0.915141], [1.341960, -1.124808, -0.163334], [0.984227, 0.024085, -0.244822], [2.048424, -1.900396, -1.241767], [0.992285, -2.457297, -2.219140], [0.264515, -1.340553, -2.914399], [-0.990062, -0.933086, -2.482467], [-1.633814, 0.125293, -3.098968], [-1.033485, 0.785842, -4.156486], [0.214961, 0.381659, -4.597353], [0.859071, -0.673862, -3.978287], [-0.970161, -0.798077, 1.311084], [-1.629915, -1.548876, 0.632106], [-1.405799, 0.487256, 1.507794], [-0.850103, 1.561878, 2.158696], [0.043649, 1.372100, 3.116588], [0.564577, 2.401334, 3.758659], [0.201019, 3.709781, 3.485235], [0.897283, 5.023924, 4.349369], [-0.748481, 3.946919, 2.494183], [-1.280479, 2.864202, 1.825289], [-2.454171, 3.107015, 0.583911], [-0.528548, -3.066874, 2.659365], [-0.429486, -1.769797, 3.869092], [1.028372, -2.663213, 3.399655], [0.898408, -0.376494, 2.321063], [2.605406, -2.720512, -0.789785], [2.722721, -1.230406, -1.775506], [1.504047, -3.084938, -2.952160], [0.286009, -3.075413, -1.662436], [-1.461652, -1.441891, -1.654610], [-2.608940, 0.435601, -2.751679], [-1.535747, 1.613489, -4.636211], [0.688750, 0.891953, -5.423736], [1.834782, -0.985619, -4.325574], [-2.200130, 0.725809, 0.917594], [1.291671, 2.160939, 4.520303], [-1.056394, 4.952147, 2.253107]],
  "forces_ev_per_a": [[0.1257, 0.1538, -0.4063], [0.0806, 0.1665, 0.1403], [-0.1159, -0.4866, 0.3056], [0.4470, 0.2335, -0.2573], [0.0725, 0.0066, 0.0498], [-0.1373, -0.0686, 0.0465], [0.1093, 0.1238, 0.0280], [-0.0962, -0.1207, -0.1400], [-0.0063, -0.0862, -0.0494], [-0.0715, 0.0462, -0.0001], [-0.0624, 0.1058, -0.0304], [0.0720, 0.0714, -0.0774], [-0.0199, -0.0375, 0.0358], [0.2744, 0.0862, 0.1696], [-0.0879, -0.2183, -0.0327], [-0.8031, 0.2196, -0.2782], [0.1866, 0.5729, 0.1903], [-0.3143, -0.2568, -0.1218], [0.0313, 0.4363, 0.0206], [-0.2046, -0.2634, -0.2519], [0.1066, 0.1376, 0.1306], [0.1365, -0.2981, 0.1493], [0.2790, -0.0905, 0.2113], [-0.0840, 0.0589, -0.0836], [-0.0633, -0.0590, 0.0033], [-0.0532, 0.0367, 0.1140], [0.0772, -0.0083, 0.0778], [-0.1364, -0.3823, -0.1737], [0.0504, 0.0474, -0.0229], [-0.0100, -0.0053, 0.0754], [-0.0520, -0.0347, 0.0568], [0.0196, -0.0663, -0.0489], [-0.0280, -0.0382, 0.0663], [-0.0849, 0.0166, 0.0268], [-0.0379, 0.0534, -0.0402], [0.0298, 0.0309, -0.0634], [0.1099, -0.0400, -0.0430], [0.2071, -0.2428, 0.1429], [0.0913, 0.1386, 0.1154], [-0.0375, 0.0609, -0.0354]],
  "nbo_charge": [-0.61, -0.02, -0.50, 0.81, -0.60, -0.49, -0.41, -0.03, -0.22, -0.19, -0.22, -0.22, -0.17, 0.70, -0.60, -0.61, 0.36, -0.45, 0.04, -0.11, 0.03, -0.19, -0.09, 0.03, 0.23, 0.22, 0.22, 0.24, 0.23, 0.23, 0.22, 0.22, 0.23, 0.21, 0.21, 0.21, 0.20, 0.42, 0.21, 0.25],
  "mol_weight_g_mol": 367.23,
  "largest_force_ev_per_a": 0.9,
  "multiplicity": 1,
  "smiles": "C[C@@H](OC(=O)CCc1ccccc1)C(=O)Nc1ncc(Cl)cc1Cl",
  "lumo_energy_ev": 0.3,
  "homo_ha": -0.3258,
  "e_tot_ev": -52057.592
}

{
  "formula": "C3H6N2",
  "method": "ωB97M-V with the def2-TZVPD basis set",
  "elements": ["C", "C", "C", "N", "N", "H", "H", "H", "H", "H", "H"],
  "coordinates": [[0.074369, -1.493517, -0.069212], [-0.435099, 1.273793, 0.329659], [0.843359, 0.493180, -0.014810], [-1.140798, -1.605455, -0.923177], [-0.119025, -2.239887, -1.198783], [0.064664, -1.924151, 0.996971], [-1.043906, 1.256725, -0.546643], [-0.209644, 2.356242, 0.548424], [-1.057683, 0.960443, 1.134260], [1.743467, 0.444711, 0.773912], [1.280296, 0.477916, -1.030602]],
  "forces_ev_per_a": [[0.4626, 4.5483, 3.8509], [1.8425, 1.4763, -0.8603], [0.4155, -4.2651, 1.6244], [1.0965, -0.1765, 0.7261], [-0.2647, -1.1952, -2.2786], [0.0055, 0.4318, -1.8317], [-0.5955, 0.1151, -0.6446], [-0.0332, -0.9108, -0.3161], [0.0278, -0.8402, 0.8235], [-2.3306, 0.1552, -1.6471], [-0.6263, 0.6612, 0.5535]],
  "nbo_charge": [-0.05, -0.66, -0.36, -0.07, -0.12, 0.18, 0.22, 0.21, 0.22, 0.21, 0.21],
  "mol_weight_g_mol": 70.09,
  "largest_force_ev_per_a": 6.0,
  "multiplicity": 1,
  "lumo_energy_ev": 0.6,
  "homo_ha": -0.3417,
  "e_tot_ev": -6183.529
}

{
  "formula": "C29H48Br2Cl21O3PS",
  "method": "ωB97M-V with the def2-TZVPD basis set",
  "elements": ["C", "C", "Br", "C", "Br", "C", "C", "Cl", "C", "O", "C", "S", "C", "P", "O", "C", "O", "H", "H", "H", "H", "H", "H", "H", "H", "Cl", "C", "C", "Cl", "H", "H", "H", "H", "Cl", "C", "C", "Cl", "H", "H", "H", "H", "Cl", "C", "C", "Cl", "H", "H", "H", "H", "Cl", "C", "C", "Cl", "H", "H", "H", "H", "Cl", "C", "C", "Cl", "H", "H", "H", "H", "Cl", "C", "C", "Cl", "H", "H", "H", "H", "Cl", "C", "C", "Cl", "H", "H", "H", "H", "Cl", "C", "C", "Cl", "H", "H", "H", "H", "Cl", "C", "C", "Cl", "H", "H", "H", "H", "Cl", "C", "C", "Cl", "H", "H", "H", "H"],
  "coordinates": [[8.685665, 3.051136, 3.678687], [8.368462, 3.212523, 2.047709], [7.294726, 1.668592, 1.304695], [7.795295, 4.689081, 1.632575], [7.892655, 4.830118, -0.388236], [6.326098, 5.073853, 2.237836], [5.907149, 6.528482, 2.119116], [6.975162, 7.850895, 1.342096], [4.388220, 6.942335, 2.683877], [4.137177, 8.134978, 3.238110], [3.214495, 5.773636, 2.450856], [1.421515, 6.211088, 2.035040], [3.633196, 4.347047, 2.548768], [2.515770, 2.812172, 2.340485], [2.399690, 2.123394, 3.789378], [5.231577, 4.065659, 2.916273], [5.470268, 3.066512, 3.767486], [8.266055, 3.973393, 4.288581], [9.864812, 3.043725, 3.851398], [8.244799, 2.026320, 4.103775], [9.440252, 3.116176, 1.530203], [8.574473, 5.498538, 2.034295], [1.145114, 5.990316, 0.671011], [1.220925, 3.099110, 1.772889], [3.278345, 1.864791, 1.515486], [0.874204, 0.502097, 1.781334], [0.599216, -1.256280, 1.844763], [1.831929, -2.046343, 1.434989], [2.204200, -1.861697, -0.297719], [-0.259297, -1.489558, 1.207125], [0.330782, -1.497222, 2.877640], [1.665293, -3.112866, 1.610024], [2.714581, -1.740591, 2.005308], [-3.432162, -0.374976, -0.465297], [-4.193732, -1.734058, 0.397512], [-3.545473, -1.993524, 1.748117], [-1.888331, -2.628552, 1.588200], [-4.146338, -2.616435, -0.248406], [-5.246481, -1.470466, 0.536012], [-4.119476, -2.744511, 2.298039], [-3.502385, -1.084314, 2.355821], [2.306161, -5.120843, 2.027970], [3.124329, -6.142417, 0.820279], [3.009452, -5.575011, -0.585620], [1.341316, -5.650337, -1.207394], [2.701126, -7.149826, 0.884092], [4.176999, -6.196867, 1.113306], [3.629148, -6.157090, -1.273396], [3.339624, -4.532399, -0.627682], [-7.230035, -1.621112, 1.815015], [-7.863184, 0.021351, 2.085141], [-7.784854, 0.434872, 3.546155], [-8.909551, -0.493917, 4.569562], [-8.891342, 0.055350, 1.711270], [-7.257278, 0.698002, 1.475251], [-8.060314, 1.488076, 3.649875], [-6.775289, 0.304831, 3.948264], [-10.746092, -3.267364, 2.830738], [-10.975313, -4.735622, 1.849308], [-9.704983, -5.144597, 1.120818], [-9.263876, -3.989903, -0.162561], [-11.798958, -4.553441, 1.151838], [-11.281138, -5.530415, 2.536127], [-9.849722, -6.114382, 0.636626], [-8.856325, -5.228754, 1.806762], [-5.857231, 2.814170, -4.795654], [-4.672187, 1.493290, -4.645728], [-5.339965, 0.133855, -4.512664], [-6.192282, -0.047894, -2.958483], [-4.026848, 1.710870, -3.788849], [-4.056309, 1.517004, -5.549650], [-4.585464, -0.656694, -4.553107], [-6.061380, -0.041259, -5.316852], [-7.472944, 0.804481, -7.041758], [-6.574046, 1.425893, -8.447944], [-5.462602, 0.483670, -8.882231], [-4.141077, 0.407006, -7.689482], [-6.185501, 2.416769, -8.192517], [-7.298440, 1.543730, -9.259308], [-5.021919, 0.835247, -9.819283], [-5.835136, -0.533181, -9.040518], [4.664501, -7.701630, 3.798086], [4.435279, -9.169888, 2.816656], [5.705610, -9.578863, 2.088166], [6.146717, -8.424169, 0.804787], [3.611635, -8.987707, 2.119186], [4.129455, -9.964681, 3.503475], [5.560870, -10.548648, 1.603974], [6.554268, -9.663021, 2.774110], [0.315927, 0.691204, -9.165132], [-0.467365, -0.908164, -9.167746], [-0.689810, -1.437332, -10.575651], [-1.918424, -0.498442, -11.461060], [-1.408244, -0.827062, -8.614380], [0.193300, -1.584637, -8.617429], [-1.051238, -2.468541, -10.532608], [0.234188, -1.423611, -11.162048], [7.416504, 9.716961, 7.772599], [6.805525, 9.558408, 6.107337], [6.226441, 8.178999, 5.836066], [7.481226, 6.914022, 5.818574], [7.624683, 9.793759, 5.420580], [6.028232, 10.318064, 5.982112], [5.748592, 8.163073, 4.852561], [5.477132, 7.902191, 6.584220]],
  "forces_ev_per_a": [[0.0760, -0.0907, 0.2002], [2.0908, 0.7559, 0.5976], [0.6577, 1.2458, 0.5266], [0.2249, -0.3951, 1.7522], [-0.3289, -0.0196, 1.4073], [-0.8931, 4.2171, -0.9013], [-0.1834, -3.9815, 0.7134], [-1.9269, -2.2854, 1.5973], [-0.9502, 4.5616, 1.6645], [1.5610, -7.6429, -3.6760], [2.0917, -3.7012, -0.5257], [1.0591, -0.0313, 0.2217], [0.5229, 4.7433, -0.6674], [1.0941, -2.8182, 5.8424], [0.1957, 2.7680, -4.5279], [-0.1417, -3.8510, 3.4369], [-0.8448, 6.3916, -5.5494], [0.6380, -2.0175, -1.2810], [-2.5847, -0.0067, -0.5561], [0.8802, 2.5211, -1.0166], [-2.6675, 0.2167, 0.8592], [-1.8030, -1.8074, -0.9052], [1.2360, -0.0256, 1.1959], [1.1313, 0.3356, -0.1293], [-0.6792, 1.4666, 0.0506], [-0.5162, -0.3097, -0.3107], [0.5919, -0.2967, -0.3024], [-0.2697, 0.2439, 0.5268], [0.0514, 0.0299, -0.0812], [1.0505, 0.6466, 0.1309], [0.1368, 0.0821, -0.1630], [-0.1404, 0.7096, -0.1962], [-0.1601, 0.0028, -0.1624], [0.1806, 0.0275, 0.0263], [-0.1553, -0.2249, 0.0736], [-0.5218, 0.0498, -0.0346], [-1.2784, -0.8029, 0.0640], [0.1214, 0.1930, 0.1448], [0.4563, -0.0557, -0.0217], [0.0327, 0.1020, -0.1552], [0.0750, -0.1565, -0.2077], [0.1168, -0.7342, 0.1775], [0.2928, -0.1902, -0.3149], [0.2733, -0.0030, 0.1082], [-0.0243, 0.0350, 0.0387], [-0.0252, 0.2818, -0.0482], [-0.1793, 0.0591, -0.0628], [-0.0859, -0.0087, 0.1861], [-0.1785, -0.1837, 0.0853], [-0.3160, -0.0644, 0.2321], [-0.1106, 0.4055, 0.0613], [0.1519, 0.1291, -0.1582], [0.0383, -0.0297, -0.0090], [0.2086, -0.1291, 0.1553], [-0.0387, -0.0874, 0.1498], [0.0034, -0.1651, -0.1085], [-0.2305, -0.0671, -0.1152], [0.0279, 0.0244, -0.0480], [-0.0527, -0.2430, -0.1199], [-0.0811, -0.1782, 0.1805], [-0.0088, -0.0059, 0.0064], [0.2590, 0.0283, 0.1001], [0.1349, 0.0925, -0.1107], [-0.0679, 0.1551, 0.0746], [-0.2127, 0.1346, -0.1123], [0.0367, 0.1532, 0.0901], [0.3621, -0.2666, 0.1219], [0.1922, -0.0199, -0.2782], [-0.1275, 0.0154, 0.0502], [-0.2759, -0.0506, -0.0784], [-0.2549, 0.0107, 0.3534], [-0.0127, 0.1887, 0.0547], [0.3235, 0.1095, 0.4143], [-0.2614, -0.0132, -0.3536], [0.1548, 0.1054, -0.2333], [-0.3194, 0.0356, -0.3447], [0.0426, -0.1875, -0.2734], [-0.0237, -0.2562, 0.0666], [0.1570, -0.1093, 0.0938], [-0.0547, 0.0177, 0.1709], [0.0713, 0.2284, 0.1517], [-0.0016, 0.0190, -0.0719], [-0.0021, -0.2512, -0.0891], [-0.1094, -0.2352, 0.2336], [0.0194, 0.0425, -0.0100], [0.2412, 0.0049, 0.1110], [0.1280, 0.0984, -0.1219], [-0.0619, 0.1660, 0.0637], [-0.2140, 0.1369, -0.1344], [-0.0454, 0.0174, -0.0173], [-0.1135, -0.2900, 0.0263], [0.2132, -0.1773, 0.1949], [-0.0125, 0.0460, -0.0162], [0.1576, 0.0614, -0.2152], [-0.0696, 0.0754, -0.1755], [0.0215, 0.1727, 0.0771], [-0.2133, 0.1140, 0.1454], [0.0568, -0.0127, 0.0312], [-0.1477, -0.0488, -0.3065], [-0.2741, 0.3061, -0.0744], [0.0861, -0.0919, 0.0057], [-0.1350, -0.1481, 0.1920], [0.0572, -0.2097, 0.0229], [0.1466, 0.1346, 0.1978], [0.2569, 0.0634, -0.0848]],
  "lowdin_charge": [-0.14, -0.72, 0.59, -0.66, 0.60, -0.12, -0.40, 0.57, -0.21, -0.04, -0.43, 0.68, -0.21, 0.69, -0.53, -0.19, -0.01, 0.07, 0.09, 0.09, 0.10, 0.12, -0.10, -0.01, 0.03, 0.59, -0.70, -0.68, 0.55, -0.07, 0.07, -0.06, 0.08, 0.53, -0.68, -0.62, 0.67, 0.08, -0.02, 0.07, 0.08, 0.62, -0.65, -0.65, 0.54, 0.06, 0.03, 0.07, 0.04, 0.59, -0.62, -0.66, 0.53, 0.08, 0.08, 0.07, 0.07, 0.53, -0.67, -0.66, 0.52, 0.07, 0.07, 0.07, 0.07, 0.53, -0.68, -0.71, 0.53, 0.07, -0.01, 0.07, -0.03, 0.59, -0.63, -0.62, 0.63, 0.07, 0.07, 0.07, 0.07, 0.55, -0.66, -0.65, 0.55, 0.06, 0.07, 0.07, 0.07, 0.53, -0.67, -0.66, 0.53, 0.04, 0.07, 0.07, 0.07, 0.53, -0.66, -0.66, 0.53, 0.07, 0.07, 0.03, 0.08],
  "mol_weight_g_mol": 1412.06,
  "largest_force_ev_per_a": 8.6,
  "multiplicity": 1,
  "smiles": "C[C@@H](Br)[C@@H](Br)C1=C(Cl)C(=O)C(S)=C([PH2]=O)C1=O.ClCCCl.ClCCCl.ClCCCl.ClCCCl.ClCCCl.ClCCCl.ClCCCl.ClCCCl.ClCCCl.ClCCCl",
  "lumo_energy_ev": -2.3,
  "homo_ha": -0.3416,
  "e_tot_ev": -460167.049
}